DFT (the ωB97M-V functional and the def2-TZVPD basis) results for a 10-piece molecular cluster, C4H28O11 overall.

CARTESIAN COORDINATES (ANGSTROEM)
C (-1.41, -1.62, 3.04)
C (-2.16, -1.63, 1.71)
O (-1.18, -2.20, 0.83)
C (-2.19, -0.14, 1.27)
C (-3.35, 0.42, 0.42)
O (-2.97, 0.66, -0.93)
H (-0.32, -1.66, 3.04)
H (-1.61, -2.54, 3.65)
H (-1.85, -1.08, 3.92)
H (-3.15, -2.02, 1.65)
H (-1.24, -3.14, 0.66)
H (-2.41, 0.50, 2.15)
H (-1.12, 0.15, 1.01)
H (-4.28, -0.10, 0.67)
H (-3.70, 1.46, 0.74)
H (-2.39, 1.45, -1.06)
O (0.93, -0.60, -0.66)
H (0.27, -1.17, -0.22)
H (0.60, -0.64, -1.57)
O (-0.98, 2.17, -1.25)
H (-0.09, 1.96, -0.97)
H (-0.99, 2.84, -1.94)
O (-0.37, 0.88, -3.67)
H (-1.22, 0.62, -3.31)
H (0.33, 0.23, -3.48)
O (1.07, -1.27, -3.35)
H (1.06, -2.21, -3.10)
H (1.97, -1.03, -3.13)
O (1.87, -0.89, 2.09)
H (0.99, -1.09, 1.78)
H (2.19, 0.01, 1.93)
O (2.83, 1.09, 0.01)
H (3.77, 0.90, -0.05)
H (2.37, 0.21, -0.01)
O (2.20, 3.71, -0.54)
H (1.96, 3.04, -1.22)
H (2.71, 3.23, 0.12)
O (2.27, -2.80, -1.00)
H (2.74, -2.25, -0.37)
H (2.57, -3.69, -0.75)
O (1.13, 1.69, 3.00)
H (0.74, 1.13, 2.33)
H (1.18, 2.60, 2.73)

**2S+1**: 1
**Energy above the lowest of the compared OMol25 structures with the same formula, charge and spin**: 74.6 kcal per mole
**Gap between HOMO and LUMO**: 9.5 eV
**LUMO energy**: -0.034 eV
**Highest occupied orbital energy**: -9.49 eV
**E**: -996.743526 Eh

=====

DFT (the ωB97M-V functional and the def2-TZVPD basis) results for a 2-piece molecular cluster, C7H12 overall.

CARTESIAN COORDINATES (ANGSTROEM)
C (-1.31, -1.08, -0.35)
C (-0.88, -0.02, -1.02)
C (-0.92, 1.44, -1.18)
C (-0.68, 0.50, -2.37)
H (-1.35, -1.14, 0.73)
H (-1.62, -1.96, -0.90)
H (-0.13, 2.13, -0.90)
H (-1.92, 1.83, -1.05)
H (0.35, 0.51, -2.74)
H (-1.43, 0.30, -3.12)
C (1.44, 0.10, 0.18)
C (0.93, 0.29, 1.39)
C (0.91, -0.82, 2.40)
H (1.55, 0.90, -0.55)
H (1.76, -0.88, -0.15)
H (0.48, 1.25, 1.66)
H (1.92, -0.93, 2.82)
H (0.65, -1.78, 1.93)
H (0.23, -0.64, 3.24)

**2S+1**: 1
**Energy above the lowest of the compared OMol25 structures with the same formula, charge and spin**: 77.1 kcal per mole
**Gap between HOMO and LUMO**: 9.6 eV
**LUMO energy**: 1.168 eV
**Highest occupied orbital energy**: -8.45 eV
**E**: -273.785680 Eh

=====

DFT (the ωB97M-V functional and the def2-TZVPD basis) results for C24H29CrN7O4P as an isolated structure.

CARTESIAN COORDINATES (ANGSTROEM)
Cr (0.17, -0.16, -0.49)
C (-1.87, -1.42, 4.14)
N (-1.28, -0.50, 3.21)
C (-1.59, 0.84, 3.09)
C (-0.90, 1.30, 2.01)
N (-0.18, 0.26, 1.48)
C (-0.42, -0.81, 2.22)
P (0.14, -2.48, 1.72)
C (-1.76, -2.02, 0.44)
N (-1.68, -0.94, -0.35)
C (-2.86, -0.80, -1.03)
C (-3.71, -1.80, -0.65)
N (-3.00, -2.55, 0.27)
C (-3.48, -3.74, 0.93)
C (2.07, -1.70, -0.46)
N (2.29, -0.39, -0.57)
C (3.40, -0.23, -1.35)
C (3.85, -1.45, -1.73)
N (2.99, -2.38, -1.18)
C (3.02, -3.80, -1.43)
H (-2.96, -1.31, 4.15)
H (-1.51, -1.26, 5.16)
H (-1.61, -2.43, 3.83)
H (-2.27, 1.34, 3.76)
H (-0.87, 2.28, 1.57)
H (-3.02, 0.01, -1.72)
H (-4.71, -2.04, -0.96)
H (-4.16, -4.28, 0.27)
H (-4.00, -3.49, 1.86)
H (-2.62, -4.37, 1.16)
H (3.79, 0.74, -1.60)
H (4.66, -1.75, -2.37)
H (3.46, -3.98, -2.41)
H (2.00, -4.19, -1.44)
H (3.60, -4.33, -0.67)
O (-0.10, 4.29, -1.12)
C (0.10, 3.10, -1.35)
O (-0.10, 2.13, -0.54)
C (0.72, 2.61, -2.65)
C (1.79, 3.18, -3.34)
C (2.47, 2.42, -4.29)
C (2.21, 1.07, -4.46)
C (1.16, 0.49, -3.73)
C (0.33, 1.33, -2.97)
N (1.01, -0.85, -3.51)
O (0.22, -1.20, -2.51)
O (1.68, -1.73, -4.13)
H (2.10, 4.19, -3.10)
H (3.28, 2.87, -4.85)
H (2.82, 0.45, -5.10)
H (-0.58, 0.93, -2.55)
C (2.46, -3.74, 2.66)
C (1.80, -2.37, 2.82)
C (2.80, -1.27, 2.48)
C (1.38, -2.21, 4.28)
C (0.78, -2.11, 0.03)
H (3.41, -3.78, 3.19)
H (2.64, -3.95, 1.60)
H (1.81, -4.52, 3.05)
H (3.47, -1.10, 3.34)
H (2.31, -0.33, 2.24)
H (3.43, -1.55, 1.64)
H (2.23, -2.38, 4.94)
H (1.00, -1.20, 4.47)
H (0.60, -2.93, 4.54)
H (0.39, -2.95, -0.56)

**Charge**: -1
**2S+1**: 5
**Energy above the lowest of the compared OMol25 structures with the same formula, charge and spin**: 23.8 kcal per mole
**Gap between HOMO and LUMO (spin up / spin down)**: 5.8 / 6.7 eV
**Expectation value of S²**: 6.101
**LUMO energy (spin up / spin down)**: 2.518 / 2.516 eV
**Highest occupied orbital energy (spin up / spin down)**: -3.24 / -4.20 eV
**E**: -3002.002495 Eh

=====

DFT (the ωB97M-V functional and the def2-TZVPD basis) results for a 11-piece molecular cluster, C43H115N9O18 overall.

CARTESIAN COORDINATES (ANGSTROEM)
C (4.22, -2.97, -3.60)
O (5.62, -3.06, -3.88)
C (6.07, -4.29, -4.39)
C (7.62, -4.50, -4.35)
N (8.43, -3.56, -5.27)
C (8.75, -4.17, -6.52)
C (10.19, -4.90, -6.53)
O (11.21, -3.98, -6.77)
C (12.35, -4.59, -7.33)
H (3.78, -3.66, -2.88)
H (3.76, -2.98, -4.59)
H (4.05, -1.94, -3.29)
H (5.58, -4.35, -5.36)
H (5.54, -5.03, -3.79)
H (7.75, -5.56, -4.57)
H (7.73, -4.47, -3.27)
H (9.09, -3.17, -4.60)
H (8.83, -3.40, -7.29)
H (8.02, -4.79, -7.03)
H (10.16, -5.70, -7.28)
H (10.29, -5.38, -5.56)
H (12.74, -5.32, -6.62)
H (13.22, -3.99, -7.59)
H (12.09, -5.18, -8.21)
C (0.67, -0.93, -2.59)
O (0.44, -1.64, -1.31)
C (-0.64, -2.63, -1.34)
C (-0.73, -3.54, -0.12)
N (-1.16, -2.65, 0.97)
C (-1.46, -3.35, 2.32)
C (-1.87, -2.35, 3.38)
O (-0.74, -1.63, 3.86)
C (-1.02, -0.23, 3.95)
H (-0.27, -0.65, -3.06)
H (1.21, -1.60, -3.26)
H (1.22, 0.00, -2.43)
H (-0.65, -3.16, -2.29)
H (-1.49, -1.96, -1.43)
H (0.26, -3.96, 0.07)
H (-1.49, -4.31, -0.29)
H (-0.57, -1.84, 1.11)
H (-0.60, -3.85, 2.76)
H (-2.30, -4.01, 2.12)
H (-2.18, -2.98, 4.21)
H (-2.82, -1.91, 3.08)
H (-0.15, 0.26, 4.39)
H (-1.80, 0.06, 4.66)
H (-0.99, 0.39, 3.05)
C (8.13, 6.91, -5.02)
O (7.15, 7.44, -4.14)
C (5.98, 7.97, -4.87)
C (5.10, 6.75, -5.40)
N (4.30, 6.08, -4.33)
C (4.94, 4.98, -3.56)
C (3.85, 4.42, -2.61)
O (2.69, 3.94, -3.47)
C (1.77, 3.05, -2.91)
H (7.64, 5.98, -5.30)
H (9.03, 6.77, -4.42)
H (8.33, 7.55, -5.87)
H (6.36, 8.70, -5.59)
H (5.44, 8.63, -4.19)
H (5.64, 6.17, -6.15)
H (4.41, 7.26, -6.07)
H (3.46, 5.66, -4.70)
H (5.72, 5.46, -2.98)
H (5.53, 4.34, -4.21)
H (3.65, 5.24, -1.92)
H (4.21, 3.56, -2.04)
H (1.27, 2.41, -3.63)
H (1.12, 3.55, -2.19)
H (2.36, 2.50, -2.18)
C (-1.21, 6.48, 3.26)
O (-1.33, 5.16, 3.58)
C (-2.28, 4.87, 4.65)
C (-3.27, 3.69, 4.32)
N (-3.99, 3.95, 3.05)
C (-5.14, 4.92, 3.04)
C (-5.88, 4.88, 1.69)
O (-6.93, 3.83, 1.76)
C (-7.59, 3.47, 0.54)
H (-2.07, 7.09, 3.53)
H (-0.92, 6.61, 2.22)
H (-0.31, 6.91, 3.70)
H (-2.82, 5.74, 5.02)
H (-1.55, 4.62, 5.42)
H (-3.93, 3.47, 5.16)
H (-2.74, 2.75, 4.16)
H (-3.33, 4.13, 2.31)
H (-4.76, 5.88, 3.40)
H (-5.87, 4.57, 3.77)
H (-5.19, 4.72, 0.86)
H (-6.22, 5.90, 1.51)
H (-8.55, 3.92, 0.28)
H (-7.93, 2.43, 0.51)
H (-6.96, 3.56, -0.34)
C (0.57, 1.64, 0.94)
O (0.91, 2.99, 0.77)
C (1.55, 3.52, 1.95)
C (1.59, 5.04, 1.92)
N (2.63, 5.51, 0.92)
C (2.96, 6.92, 0.98)
C (1.96, 7.80, 0.28)
O (1.88, 7.53, -1.21)
C (0.77, 6.74, -1.71)
H (0.78, 0.98, 0.10)
H (-0.51, 1.65, 1.09)
H (1.02, 1.16, 1.81)
H (2.58, 3.20, 2.12)
H (1.04, 3.36, 2.90)
H (1.85, 5.44, 2.91)
H (0.71, 5.56, 1.55)
H (2.41, 5.15, 0.00)
H (3.98, 7.12, 0.65)
H (3.06, 7.24, 2.01)
H (2.35, 8.82, 0.36)
H (0.96, 7.84, 0.72)
H (0.57, 6.96, -2.75)
H (-0.11, 6.87, -1.08)
H (0.97, 5.67, -1.76)
C (-3.53, -2.34, 7.18)
O (-4.46, -2.33, 8.26)
C (-5.62, -3.12, 8.00)
C (-6.67, -2.78, 9.02)
N (-7.18, -1.44, 8.99)
C (-7.95, -1.07, 10.14)
C (-8.37, 0.48, 10.32)
O (-7.09, 1.07, 10.57)
C (-6.97, 2.46, 10.06)
H (-2.93, -1.43, 7.19)
H (-4.02, -2.50, 6.22)
H (-2.91, -3.23, 7.34)
H (-5.25, -4.15, 8.03)
H (-5.90, -2.96, 6.96)
H (-6.34, -2.85, 10.05)
H (-7.57, -3.34, 8.79)
H (-6.38, -0.83, 8.89)
H (-7.51, -1.56, 11.01)
H (-8.94, -1.45, 9.87)
H (-9.04, 0.51, 11.18)
H (-8.98, 0.99, 9.57)
H (-7.79, 3.12, 10.32)
H (-6.82, 2.41, 8.98)
H (-6.01, 2.82, 10.41)
C (-5.05, -2.16, -4.50)
O (-3.81, -2.51, -5.05)
C (-2.72, -2.86, -4.12)
C (-2.29, -4.29, -4.42)
N (-3.37, -5.18, -3.98)
C (-2.95, -6.56, -4.26)
C (-4.07, -7.51, -3.98)
O (-5.30, -7.10, -4.60)
C (-5.54, -7.28, -6.00)
H (-5.44, -3.16, -4.28)
H (-5.73, -1.67, -5.20)
H (-5.07, -1.49, -3.64)
H (-2.97, -2.82, -3.06)
H (-1.90, -2.15, -4.16)
H (-1.29, -4.48, -4.04)
H (-2.36, -4.45, -5.49)
H (-4.13, -5.03, -4.62)
H (-2.32, -6.85, -3.42)
H (-2.31, -6.73, -5.12)
H (-4.12, -7.67, -2.90)
H (-3.63, -8.44, -4.36)
H (-5.50, -8.27, -6.46)
H (-4.64, -6.89, -6.46)
H (-6.26, -6.60, -6.46)
N (1.71, -5.88, -0.04)
C (1.45, -6.30, -1.22)
N (2.42, -6.47, -2.04)
O (0.32, -6.50, -1.58)
H (2.50, -5.30, 0.24)
H (0.99, -5.98, 0.65)
H (3.36, -6.21, -1.82)
H (2.21, -6.81, -2.97)
O (2.04, -2.00, 0.99)
H (1.76, -1.78, 0.10)
H (1.33, -2.53, 1.34)
O (-0.54, -0.58, 7.09)
H (-0.92, -1.40, 6.77)
H (0.13, -0.85, 7.72)
O (-0.98, -6.68, 0.88)
H (-0.62, -6.68, -0.01)
H (-1.92, -6.57, 0.76)

**2S+1**: 1
**Energy above the lowest of the compared OMol25 structures with the same formula, charge and spin**: 154.0 kcal per mole
**Gap between HOMO and LUMO**: 8.6 eV
**LUMO energy**: 0.354 eV
**Highest occupied orbital energy**: -8.22 eV
**E**: -3553.829411 Eh